[1]
Here is a structure of composition C52H43BrN3O6Sc from the Open Molecules 2025 dataset. Energies are from ωB97M-V/def2-TZVPD.

Results
energy relative to the best compared isomer or geometry (same formula, charge and spin)	25.0	kcal per mole
highest occupied orbital energy	-1.741	eV
net charge	-2
LUMO	4.11	eV

Cartesian coordinates (Å):
Sc  0.2527  -0.5890  0.3648
C  0.2455  -3.5489  3.6607
C  0.1431  -3.1978  2.1976
O  0.5681  -2.0197  1.9060
C  -0.4264  -4.0723  1.3056
C  -0.6856  -3.5653  -0.0238
C  -2.0968  -3.5756  -0.5464
N  0.2005  -3.0014  -0.7800
N  1.5350  -3.3319  -0.5255
C  2.3727  -2.3724  -0.3690
O  2.1486  -1.1002  -0.1902
C  3.8240  -2.7543  -0.4417
C  4.7954  -1.8068  -0.1339
C  6.1459  -2.1222  -0.2272
C  6.5412  -3.3887  -0.6335
C  5.5737  -4.3389  -0.9454
C  4.2269  -4.0250  -0.8506
H  -0.3261  -2.8154  4.2333
H  -0.1234  -4.5526  3.8774
H  1.2896  -3.4683  3.9732
H  -0.9850  -4.9181  1.6900
H  -2.3846  -4.6145  -0.7524
H  -2.7980  -3.1883  0.1939
H  -2.1553  -3.0073  -1.4743
H  4.4630  -0.8232  0.1723
H  6.8901  -1.3724  0.0184
H  7.5946  -3.6350  -0.7111
H  5.8717  -5.3310  -1.2673
H  3.4556  -4.7456  -1.0896
O  -0.1670  -0.0631  -1.5401
C  0.2841  0.1352  -2.8153
C  1.5140  1.0819  -2.7970
C  1.2237  2.2766  -1.9394
C  0.4707  3.3703  -2.3599
C  0.1677  4.3565  -1.4373
C  0.6142  4.2352  -0.1303
C  1.3843  3.1248  0.2009
C  1.8753  2.8331  1.5895
C  0.8235  2.0112  2.3831
O  0.3938  0.9377  1.6591
C  -0.3633  2.9448  2.7153
C  -0.2007  4.0972  3.4833
C  -1.2725  4.9377  3.7425
C  -2.5336  4.6310  3.2411
C  -2.7075  3.4740  2.4967
C  -1.6290  2.6346  2.2389
C  1.4064  1.4754  3.7059
C  0.5256  0.9337  4.6400
C  0.9892  0.3296  5.7960
C  2.3538  0.2573  6.0492
C  3.2407  0.7880  5.1267
C  2.7687  1.3882  3.9641
N  1.6925  2.1886  -0.6948
C  0.6295  -1.2215  -3.4596
C  -0.4206  -2.0573  -3.8372
C  -0.1854  -3.3265  -4.3301
C  1.1179  -3.7981  -4.4505
C  2.1696  -2.9825  -4.0742
C  1.9251  -1.7009  -3.5878
C  -0.8116  0.7989  -3.6739
C  -2.0617  1.0360  -3.1230
C  -3.0663  1.6357  -3.8741
C  -2.8324  2.0079  -5.1901
C  -1.5852  1.7591  -5.7550
C  -0.5902  1.1538  -5.0022
H  2.3432  0.5617  -2.3207
H  1.8031  1.3747  -3.8125
H  0.1055  3.4227  -3.3782
H  -0.4321  5.2112  -1.7310
H  0.3506  4.9633  0.6262
H  2.7701  2.2243  1.4633
H  2.1409  3.7450  2.1299
H  0.7760  4.3312  3.8954
H  -1.1275  5.8308  4.3409
H  -3.3748  5.2853  3.4409
H  -3.6872  3.2125  2.1122
H  -1.7392  1.7202  1.6720
H  -0.5382  0.9587  4.4358
H  0.2817  -0.1043  6.4930
H  2.7205  -0.2237  6.9486
H  4.3092  0.7224  5.2978
H  3.4880  1.7740  3.2527
H  -1.4394  -1.7104  -3.7088
H  -1.0231  -3.9633  -4.5914
H  1.3058  -4.8035  -4.8099
H  3.1905  -3.3441  -4.1267
H  2.7663  -1.1006  -3.2673
H  -2.2166  0.7228  -2.0994
H  -4.0392  1.8008  -3.4241
H  -3.6157  2.4757  -5.7760
H  -1.3887  2.0299  -6.7868
H  0.3722  0.9449  -5.4611
Br  -6.0195  -2.0825  1.8480
C  -5.4863  -0.4498  1.0205
C  -6.5300  0.3285  0.5319
C  -6.2650  1.5097  -0.1387
C  -4.9477  1.8987  -0.3430
C  -3.9226  1.1027  0.1344
C  -4.1543  -0.0794  0.8432
C  -2.9204  -0.8401  1.3724
O  -3.0423  -1.5631  2.3520
O  -1.8755  -0.5958  0.6937
H  -7.5486  -0.0040  0.6811
H  -7.0865  2.1126  -0.5074
H  -4.7135  2.8151  -0.8717
H  -2.8896  1.3834  -0.0228



[2]
Here is a cluster of 9 separate species, C71H155N9O9 in total from the Open Molecules 2025 dataset. Energies are from ωB97M-V/def2-TZVPD.

Results
energy relative to the best compared isomer or geometry (same formula, charge and spin)	0.0	kcal per mole
highest occupied orbital energy	-8.001	eV
SMILES	CC1(C)CCCC(C)(C)N1O.CC1(C)CCCC(C)(C)N1O.CC1(C)CCCC(C)(C)N1O.CC1(C)CCCC(C)(C)N1O.CC1(C)CCCC(C)(C)N1O.CC1(C)CCCC(C)(C)N1O.CC1(C)CCCC(C)(C)N1O.COC[C@H](C)N.COC[C@H](C)N
net charge	0
LUMO	0.52	eV

Cartesian coordinates (Å):
C  0.0016  5.4683  0.6817
C  1.0968  5.1663  1.7125
C  0.5495  4.0035  2.6284
C  2.3826  4.7704  0.9413
C  3.5984  4.6428  1.8491
C  3.8059  6.0234  2.3968
C  2.6277  6.5259  3.2656
C  2.4970  5.8629  4.6625
C  2.9326  7.9813  3.4412
N  1.4212  6.4169  2.4218
O  0.3225  6.8743  3.1199
H  -0.1471  4.5436  0.1090
H  -0.9293  5.7088  1.2015
H  0.2300  6.3144  0.0201
H  -0.1873  3.3655  2.1192
H  1.3432  3.3470  3.0080
H  0.0022  4.4676  3.4395
H  2.1573  3.8989  0.3206
H  2.6180  5.5837  0.2330
H  3.4433  3.9223  2.6838
H  4.4950  4.3145  1.3228
H  3.9983  6.7207  1.5668
H  4.7126  6.0900  3.0590
H  2.2410  4.7867  4.5870
H  1.8310  6.3594  5.3486
H  3.4958  5.8104  5.1278
H  2.7430  8.4979  2.4902
H  4.0124  7.9642  3.6862
H  2.3323  8.4317  4.2198
H  0.1027  7.7415  2.7201
C  -1.3393  3.9953  -6.3230
C  -1.0128  2.7172  -5.5145
C  -2.3519  2.0675  -5.1907
C  -0.2324  1.8002  -6.4038
C  1.1065  2.3181  -6.7720
C  1.8844  2.4258  -5.5171
C  1.2160  3.2990  -4.4577
C  1.9286  2.9772  -3.1128
C  1.4369  4.8137  -4.7198
N  -0.2455  2.8958  -4.2969
O  -0.8697  3.7724  -3.4139
H  -1.8370  3.7112  -7.2447
H  -2.0285  4.6065  -5.7328
H  -0.4410  4.5907  -6.5401
H  -2.9024  1.9344  -6.1317
H  -2.1250  1.0529  -4.8323
H  -2.9406  2.5954  -4.4385
H  -0.1498  0.7623  -5.9514
H  -0.8277  1.6595  -7.3006
H  1.6288  1.6869  -7.4853
H  1.0497  3.2807  -7.2863
H  2.8897  2.8768  -5.6640
H  2.0840  1.4237  -5.1290
H  1.8191  1.8749  -2.9787
H  1.5185  3.5551  -2.2858
H  3.0188  3.1666  -3.1171
H  0.7343  5.1844  -5.4843
H  2.4540  4.9056  -5.0472
H  1.2940  5.4366  -3.8427
H  -0.7586  3.3771  -2.5118
C  -0.0781  -6.4162  -9.8876
C  -1.3968  -6.0970  -9.2208
C  -2.4020  -5.7109  -10.3007
C  -1.8056  -7.3185  -8.4983
C  -2.8869  -7.0702  -7.4452
C  -2.3575  -6.0575  -6.4461
C  -2.0228  -4.7369  -7.1613
C  -3.3021  -4.0103  -7.6643
C  -1.3524  -3.8678  -6.1725
N  -1.0828  -5.0692  -8.2428
O  -0.5587  -3.8776  -8.8537
H  -0.1959  -7.1758  -10.6653
H  0.4428  -5.5319  -10.2871
H  0.5898  -6.8573  -9.1538
H  -2.2227  -4.7187  -10.7206
H  -2.3687  -6.4223  -11.1472
H  -3.4489  -5.7455  -9.9900
H  -2.1507  -8.0442  -9.2450
H  -0.9180  -7.7218  -8.0291
H  -3.8136  -6.7231  -7.9265
H  -3.0519  -7.9892  -6.8663
H  -1.4163  -6.4455  -6.0041
H  -3.0742  -5.7841  -5.6584
H  -3.8352  -3.6090  -6.7747
H  -3.9023  -4.7685  -8.1520
H  -3.1721  -3.1741  -8.3150
H  -2.1121  -3.7411  -5.3870
H  -1.1004  -2.9097  -6.5930
H  -0.4847  -4.3394  -5.7176
H  -1.2829  -3.5318  -9.4192
C  7.9719  -0.6373  1.8372
C  7.4677  -0.8615  0.3613
C  8.7229  -0.8509  -0.5683
C  6.8611  -2.2725  0.2831
C  5.5034  -2.4436  0.8942
C  4.5911  -1.3944  0.2109
C  5.0973  0.0405  0.4285
C  4.2441  0.8767  -0.4848
C  4.8427  0.4978  1.9013
N  6.4620  0.0968  -0.1474
O  6.9108  1.4345  -0.0832
H  7.3187  -1.1319  2.5544
H  8.9899  -1.0427  1.8441
H  7.9105  0.4062  2.1150
H  9.1646  0.1673  -0.5506
H  9.4580  -1.6127  -0.2868
H  8.3793  -0.9718  -1.6037
H  6.9166  -2.6392  -0.7459
H  7.6094  -2.8963  0.7875
H  5.0973  -3.4385  0.7262
H  5.5901  -2.4083  1.9753
H  3.5528  -1.5261  0.5345
H  4.6675  -1.6523  -0.8747
H  3.1929  0.7088  -0.3088
H  4.4445  0.5616  -1.4865
H  4.3971  1.9454  -0.2997
H  4.9647  -0.3137  2.6499
H  3.7874  0.8622  1.9113
H  5.4395  1.3753  2.2559
H  7.1376  1.5702  -1.0100
C  -2.7778  -1.9652  2.7262
C  -3.5527  -3.2232  3.1092
C  -3.2902  -3.4185  4.5939
C  -5.0730  -3.0256  2.9881
C  -5.5897  -3.0456  1.5210
C  -5.0865  -4.3002  0.8522
C  -3.5391  -4.4361  0.8907
C  -3.2638  -5.8300  0.3818
C  -2.7885  -3.4522  -0.0476
N  -3.1759  -4.4339  2.3098
O  -1.7372  -4.4907  2.4258
H  -1.7105  -2.2354  2.7029
H  -3.0770  -1.5754  1.7574
H  -2.9015  -1.1982  3.5034
H  -2.2233  -3.3877  4.8525
H  -3.7665  -2.6742  5.2010
H  -3.6081  -4.4220  4.9085
H  -5.5514  -3.8799  3.4950
H  -5.2564  -2.1644  3.6252
H  -6.6536  -2.9451  1.4815
H  -5.2903  -2.1817  0.8907
H  -5.3542  -4.2885  -0.2249
H  -5.5853  -5.1605  1.2908
H  -3.7223  -6.5872  1.0215
H  -2.2063  -6.0439  0.4081
H  -3.6653  -5.9217  -0.6341
H  -3.2852  -2.4477  -0.0932
H  -2.8827  -3.8185  -1.0635
H  -1.7518  -3.2980  0.2951
H  -1.6352  -5.1928  3.1026
C  -4.6732  5.8115  4.6770
C  -4.8189  4.7304  3.6572
C  -5.9748  4.9470  2.6396
C  -3.4351  4.6238  2.9803
C  -3.3362  3.4763  2.0307
C  -3.4122  2.2504  2.9193
C  -4.6858  2.1386  3.7528
C  -5.9443  1.7506  2.8991
C  -4.5488  1.0903  4.8639
N  -4.8966  3.4766  4.4228
O  -6.0873  3.3863  5.1559
H  -5.5859  6.0705  5.2202
H  -3.8532  5.5663  5.3141
H  -4.3383  6.7006  4.1474
H  -5.8172  4.4877  1.6683
H  -6.8411  4.5431  3.1673
H  -6.1469  5.9941  2.3317
H  -3.1405  5.6136  2.5709
H  -2.7379  4.4070  3.8143
H  -4.0963  3.5425  1.2372
H  -2.3608  3.4493  1.4990
H  -2.5905  2.2914  3.6558
H  -3.2294  1.3464  2.3374
H  -6.7791  2.2167  3.3690
H  -6.0031  0.6559  2.8834
H  -5.9077  2.0009  1.8415
H  -5.4766  0.7063  5.3054
H  -3.8673  1.4528  5.6582
H  -4.0325  0.2541  4.3519
H  -5.8328  3.8095  5.9729
C  3.2145  0.5622  5.1045
C  2.2897  1.1654  6.1851
C  3.2184  1.8446  7.2179
C  1.3318  2.2219  5.7667
C  0.1935  1.6180  4.9717
C  -0.5404  0.7326  5.9414
C  0.3748  -0.4572  6.4182
C  -0.4723  -1.1729  7.4558
C  0.6398  -1.4721  5.2650
N  1.5580  0.1679  7.0420
O  2.4146  -0.8576  7.4616
H  3.8514  -0.2181  5.4955
H  2.7335  0.1192  4.2393
H  3.8316  1.3781  4.6829
H  3.4609  2.8493  6.8698
H  2.7277  1.9461  8.1527
H  4.0551  1.2154  7.4190
H  0.9797  2.7564  6.6511
H  1.8971  2.9705  5.1925
H  -0.4984  2.3743  4.5750
H  0.6640  1.0926  4.1142
H  -1.4111  0.2547  5.4588
H  -0.8876  1.3803  6.7828
H  -0.0102  -2.0673  7.8716
H  -1.4092  -1.3404  6.9663
H  -0.6900  -0.4295  8.2487
H  -0.2087  -2.1528  5.3138
H  1.6161  -1.9121  5.2496
H  0.5021  -0.9130  4.3534
H  2.4801  -0.6049  8.3817
C  -0.3579  -1.6263  -3.0770
O  -1.4371  -0.8868  -2.4523
C  -1.0998  -0.5180  -1.1109
C  -0.3110  0.8089  -1.0260
C  0.2205  1.1992  0.3893
N  -1.1122  1.9314  -1.6147
H  -0.5741  -1.6138  -4.1367
H  -0.2747  -2.6472  -2.7035
H  0.5847  -1.1239  -2.8862
H  -2.0742  -0.3820  -0.6049
H  -0.6071  -1.3277  -0.5337
H  0.5848  0.6992  -1.6758
H  0.6568  2.2196  0.2546
H  1.0453  0.6704  0.8848
H  -0.6238  1.3033  1.0700
H  -1.3710  1.6854  -2.5483
H  -1.9494  2.0317  -1.0442
C  -0.2097  -5.6670  -2.9121
O  1.0368  -5.4775  -2.2813
C  0.8144  -5.1559  -0.8616
C  2.1318  -4.5643  -0.2803
C  3.4065  -5.4851  -0.4221
N  1.9310  -4.3062  1.1624
H  -0.8545  -4.8019  -2.8959
H  -0.7401  -6.5375  -2.5044
H  0.0307  -5.9681  -3.9288
H  0.0927  -4.3754  -0.8547
H  0.4233  -5.9711  -0.2490
H  2.4074  -3.5918  -0.7751
H  3.4325  -5.9086  -1.4385
H  3.3353  -6.3087  0.2928
H  4.2807  -4.9112  -0.1673
H  1.2764  -3.5495  1.3463
H  2.7893  -3.9936  1.5887



[3]
Here is an isolated molecule of C12H16O2 from the Open Molecules 2025 dataset. Energies are from ωB97M-V/def2-TZVPD.

Results
energy relative to the best compared isomer or geometry (same formula, charge and spin)	103.8	kcal per mole
highest occupied orbital energy	-9.070	eV
SMILES	C#C[C@]1(O)CCC2=C[C@H](O)CC[C@]21C
net charge	0
LUMO	0.74	eV

Cartesian coordinates (Å):
C  2.0424  3.0437  -1.6957
C  1.7149  1.8840  -1.4206
C  1.3757  0.4917  -1.2015
O  2.4217  -0.4133  -1.0991
C  0.2516  0.0816  -2.1779
C  -1.1865  0.5523  -1.5945
C  -1.0001  -0.0787  -0.2845
C  -1.7955  -1.0266  0.1554
C  -1.3848  -1.9060  1.3105
O  -2.3704  -2.2033  2.2463
C  -0.2100  -1.3026  2.1474
C  0.8301  -0.6985  1.2566
C  0.2981  0.4275  0.3158
C  0.2158  1.6658  1.0553
H  2.5009  3.9479  -1.7635
H  2.6237  -0.6766  -2.0173
H  0.3566  -0.9752  -2.3343
H  0.6856  0.4234  -3.1491
H  -2.0791  0.1008  -2.1563
H  -1.4022  1.5726  -1.4122
H  -2.6252  -1.3469  -0.4339
H  -1.0383  -2.8174  0.7285
H  -3.1291  -2.3134  1.6197
H  0.2881  -2.0807  2.6781
H  -0.7905  -0.6366  2.7676
H  1.6836  -0.2341  1.8041
H  1.2082  -1.4675  0.6408
H  -0.1497  1.5779  2.0650
H  -0.4688  2.3541  0.5929
H  1.1332  2.0543  1.3563



[4]
Here is a cluster of 8 separate species, C26H57O8SSi in total from the Open Molecules 2025 dataset. Energies are from ωB97M-V/def2-TZVPD.

Results
highest occupied orbital energy	-10.580	eV
net charge	+1
LUMO	-3.28	eV

Cartesian coordinates (Å):
C  -1.0808  5.2781  4.6358
Si  -0.5039  6.0944  3.0367
C  -0.0821  7.8985  3.3982
C  1.0405  5.1923  2.4699
O  -1.6310  5.9246  1.7651
C  -2.8383  6.6009  1.8970
C  -3.8345  5.7180  2.6847
S  -5.3289  6.7411  2.9690
H  -1.5817  4.3237  4.4750
H  -1.6999  5.9693  5.2176
H  -0.1782  5.1075  5.2247
H  -0.2605  8.0934  4.4579
H  -0.5960  8.6352  2.7806
H  0.9902  8.0338  3.2490
H  1.8293  5.3389  3.2059
H  1.3296  5.6057  1.5038
H  0.7863  4.1343  2.3897
H  -2.7618  7.5982  2.3498
H  -3.2624  6.7441  0.8963
H  -4.1185  4.8471  2.0966
H  -3.4425  5.3770  3.6410
H  -5.5278  6.7237  4.3048
H  -6.3934  6.0478  2.4852
C  1.3331  1.4919  2.0638
C  -0.0200  2.1446  2.1757
O  -0.2037  3.1087  2.8919
C  -1.1217  1.5503  1.3432
H  2.0439  2.0094  2.7047
H  1.2679  0.4457  2.3681
H  1.6782  1.5401  1.0289
H  -1.2876  0.5090  1.6105
H  -0.8481  1.5990  0.2898
H  -2.0395  2.1151  1.5038
C  1.2083  4.9850  -1.4317
C  1.9434  3.6699  -1.4204
O  1.6378  2.8332  -0.6039
C  3.0420  3.4589  -2.4308
H  0.4612  4.9504  -0.6412
H  1.9002  5.8080  -1.2446
H  0.7117  5.1457  -2.3899
H  3.8196  4.2133  -2.3011
H  2.6402  3.5385  -3.4422
H  3.4766  2.4714  -2.2954
C  0.8328  -2.9555  -0.5947
C  0.2888  -1.5584  -0.7035
O  -0.6966  -1.1855  -0.1021
C  1.0294  -0.5889  -1.5871
H  0.2033  -3.5354  0.0774
H  0.8426  -3.4314  -1.5768
H  1.8479  -2.9363  -0.1982
H  1.0351  -0.9281  -2.6244
H  2.0594  -0.4814  -1.2435
H  0.5355  0.3790  -1.5274
C  4.0352  -5.8103  1.9390
C  3.8273  -5.4122  0.4997
O  3.3663  -4.3281  0.2076
C  4.2161  -6.4217  -0.5451
H  3.7172  -5.0010  2.5927
H  3.4541  -6.7054  2.1653
H  5.0901  -6.0234  2.1172
H  3.6452  -7.3394  -0.4135
H  5.2759  -6.6603  -0.4604
H  4.0182  -6.0150  -1.5351
C  -9.2280  7.4299  -0.0348
C  -9.6022  7.0483  1.3748
O  -9.1276  6.0698  1.9162
C  -10.6006  7.9280  2.0793
H  -8.5103  6.7149  -0.4320
H  -10.1155  7.4297  -0.6684
H  -8.7901  8.4296  -0.0492
H  -11.5385  7.9468  1.5231
H  -10.2162  8.9469  2.1505
H  -10.7872  7.5432  3.0791
C  6.6687  -10.8414  -1.9793
C  5.3000  -10.2093  -1.9198
O  5.0541  -9.3108  -1.1449
C  4.2550  -10.7439  -2.8645
H  7.3233  -10.3673  -1.2515
H  6.5971  -11.9069  -1.7563
H  7.0933  -10.7194  -2.9770
H  4.0881  -11.8055  -2.6773
H  4.5839  -10.6169  -3.8975
H  3.3206  -10.2110  -2.7207
C  2.0189  -9.6797  -6.4593
C  1.3587  -9.6141  -5.1040
O  1.4522  -10.5218  -4.3105
C  0.5783  -8.3630  -4.7834
H  2.5447  -10.6261  -6.5628
H  1.2672  -9.6005  -7.2461
H  2.7301  -8.8592  -6.5691
H  -0.2305  -8.2320  -5.5039
H  1.2342  -7.4918  -4.8279
H  0.1572  -8.4432  -3.7840



[5]
Here is an isolated molecule of C4H7NO2S from the Open Molecules 2025 dataset. Energies are from ωB97M-V/def2-TZVPD.

Results
energy relative to the best compared isomer or geometry (same formula, charge and spin)	31.7	kcal per mole
highest occupied orbital energy	-9.259	eV
SMILES	O=C(O)[C@@H]1NCCS1
net charge	0
LUMO	0.49	eV

Cartesian coordinates (Å):
O  3.0608  0.1939  -0.3947
C  2.0012  -0.2944  -0.0887
O  1.9561  -1.2470  0.8698
C  0.6402  0.0555  -0.8472
N  0.0503  1.2238  -0.3865
C  -0.9019  0.7739  0.6509
C  -1.7279  -0.4433  0.1780
S  -0.4706  -1.4584  -0.6582
H  1.0996  -1.8218  0.8118
H  0.9401  0.1621  -1.8309
H  -0.3650  1.8852  -1.0700
H  -0.2847  0.4308  1.4729
H  -1.4029  1.6411  1.0229
H  -2.3064  -0.1422  -0.6891
H  -2.2888  -0.9593  0.9590